(1)
DFT (the ωB97M-V functional and the def2-TZVPD basis) results for C24H20BFN3O5Sr as an isolated structure.

- HOMO: -4.021 eV
- HOMO-LUMO gap: 4.9 eV
- Spin multiplicity: 1
- Charge: -1
- LUMO level: 0.031 hartree

Element x y z (Å)
H  -2.5203  4.1904  1.4531
N  -1.1987  1.2939  0.4694
O  0.9421  -4.4259  1.7167
H  0.5371  2.7116  4.9281
C  -2.8353  -0.2087  -2.4073
C  1.5968  5.2609  0.2845
O  -0.7635  -0.5827  -1.3172
C  -3.5195  -1.6393  -4.2257
C  1.5662  -5.5397  1.2600
C  -2.5361  3.3066  0.8175
H  1.4057  3.8041  3.8559
H  -0.0009  4.9752  -1.1039
H  -3.3334  -2.4988  -4.8586
C  -1.3928  2.3804  1.1570
H  -2.4888  3.6017  -0.2321
H  -4.1553  1.3955  -1.9394
H  -5.3763  -1.1411  -5.1821
C  -4.6650  -0.8799  -4.4076
C  1.2045  3.2024  -0.8134
H  3.7424  -5.8719  -1.3297
O  0.9185  0.9604  2.5143
C  3.0492  -7.4632  -0.0246
Sr  0.7156  -0.4734  0.6068
H  -1.7087  -1.8833  -3.0777
H  -0.8065  3.7590  2.6795
H  3.8272  2.9630  1.3498
O  3.4220  0.7890  0.2771
C  2.2958  2.6847  -0.1229
N  2.5072  1.2998  -0.3290
C  2.6743  4.7504  0.9962
H  0.6323  2.5519  -1.4623
F  1.2556  6.5451  0.5024
N  -2.1626  1.0952  -0.5338
C  -2.6083  -1.3037  -3.2329
C  -4.8969  0.2187  -3.5869
O  2.2595  -3.8714  -0.0609
C  2.2477  -7.8002  1.0586
C  0.4786  2.1093  2.8482
C  -3.9903  0.5500  -2.5935
B  1.3406  -3.3097  0.9117
C  3.1231  -6.1485  -0.4865
H  -5.7903  0.8170  -3.7221
H  3.1847  5.3887  1.7038
H  -3.4877  2.7869  0.9351
C  0.8498  4.5255  -0.6127
C  3.0269  3.4338  0.7975
C  -0.5550  2.7973  2.2480
C  2.3697  -5.2004  0.1748
C  1.1724  2.7532  4.0405
C  -1.8275  0.1201  -1.3365
H  3.6269  -8.2334  -0.5206
C  1.4881  -6.8363  1.7222
H  2.2095  -8.8290  1.3951
H  0.8595  -7.0876  2.5665
H  2.0902  2.2064  4.2491

(2)
DFT (the ωB97M-V functional and the def2-TZVPD basis) results for H6O15S3Zn as an isolated structure at a distorted geometry.

- HOMO: 5.184 eV
- HOMO-LUMO gap: 3.0 eV
- Spin multiplicity: 1
- Charge: -4
- LUMO level: 0.301 hartree

Element x y z (Å)
Zn  -0.4308  0.2765  0.0583
O  -1.6604  -1.5416  -3.5064
O  2.3239  -2.1530  -1.6323
O  2.6816  1.4883  2.0069
O  1.4228  3.5815  2.0469
H  -3.0355  0.2405  0.9657
O  -0.8038  1.9359  -1.1668
S  -1.8046  -1.9289  -2.1031
O  -0.9644  -3.0725  -1.7969
O  -0.1191  -1.4988  1.0490
O  -2.1601  0.6240  1.0838
O  3.3617  -1.1462  0.3099
S  2.6313  -0.8964  -0.9366
H  -0.2192  -1.5935  2.0008
H  -2.1590  0.9927  1.9748
H  -1.5771  1.8872  -1.7394
H  -0.7676  2.8498  -0.8664
S  1.3826  2.1140  2.2233
O  -3.2334  -2.3254  -1.9023
O  -1.4643  -0.7574  -1.2294
O  0.9382  1.8905  3.6271
O  1.3182  -0.2351  -0.7445
O  3.4808  -0.0689  -1.8489
H  0.5185  -2.1800  0.7903
O  0.3396  1.5165  1.3361

(3)
DFT (the ωB97M-V functional and the def2-TZVPD basis) results for one molecule with the formula C3H4FIO at a distorted geometry.

- HOMO: -9.886 eV
- SMILES string: O=C[C@@H](F)CI
- HOMO-LUMO gap: 10.0 eV
- Spin multiplicity: 1
- LUMO level: 0.003 hartree

Element x y z (Å)
H  -1.0945  -1.0053  -0.7340
O  0.7135  0.8583  -1.8544
C  -0.2816  0.5776  0.3212
C  -0.5070  -1.1028  0.2562
H  -0.0198  0.9113  1.3194
I  1.4267  -2.0862  0.4612
H  -1.0789  -1.5775  1.0661
F  -1.4853  1.1253  -0.0088
C  0.7642  0.9444  -0.6487
H  1.5627  1.3549  -0.1782

(4)
DFT (the ωB97M-V functional and the def2-TZVPD basis) results for C2H5FN2NaO5S as an isolated structure at a distorted geometry.

- HOMO: -13.847 eV
- HOMO-LUMO gap: 9.2 eV
- Spin multiplicity: 1
- Charge: +1
- LUMO level: -0.171 hartree

Element x y z (Å)
F  -0.3536  -1.2372  1.8882
O  0.4063  1.2102  -0.4649
S  -1.1505  1.4393  -0.2926
C  0.8203  -0.0278  0.2293
O  -0.9027  -1.6719  -0.2081
H  2.2039  -0.1746  -1.1676
Na  -2.6697  -0.4691  -2.4490
H  1.1692  -1.4007  -1.2343
O  -1.3707  2.7384  0.1721
N  1.5115  0.4552  1.4095
H  -1.7900  -1.9661  0.0271
H  2.3021  -0.1537  1.5678
N  1.6841  -0.8175  -0.5842
H  1.8535  1.3806  1.1974
O  -1.7551  1.1040  -1.5558
O  -1.4734  0.3281  0.7858
C  -0.4852  -0.7373  0.6791

(5)
DFT (the ωB97M-V functional and the def2-TZVPD basis) results for C20H37As3ClN2NiO2S as an isolated structure at a distorted geometry.

- Expectation value of S²: 2.011
- HOMO (alpha / beta): -10.576 / -10.575 eV
- HOMO-LUMO gap (alpha / beta): 7.5 / 5.4 eV
- Spin multiplicity: 3
- Charge: +1
- LUMO level (alpha / beta): -0.113 / -0.189 hartree

Element x y z (Å)
H  -7.0927  -4.9369  11.8055
H  -7.6374  -8.6752  12.4167
C  -7.8532  -5.3192  12.5005
H  -16.5555  -7.6592  10.2448
C  -16.5717  -9.2482  11.6507
O  -7.1989  -9.2982  7.2771
C  -10.3080  -6.0635  12.6703
C  -5.4791  -5.0120  13.9339
C  -6.5788  -7.1538  10.1472
N  -11.3789  -10.7471  8.4494
H  -8.5358  -4.5849  9.9574
C  -7.1200  -11.7399  7.5945
H  -11.2922  -5.7896  12.2439
H  -6.1900  -11.5323  8.0906
H  -10.4378  -10.4459  8.0543
Cl  -6.8462  -12.4026  6.0031
H  -8.9311  -5.9459  7.3351
C  -15.8270  -10.3837  12.1378
H  -10.7482  -3.4928  11.6195
O  -9.2203  -10.4353  7.1511
C  -7.9507  -10.3126  7.3744
H  -8.8914  -4.7943  16.1945
H  -8.4388  -9.8027  13.4993
C  -9.1709  -5.3360  10.4232
H  -10.0142  -3.5617  13.2527
H  -9.0847  -3.0181  11.9528
C  -9.8535  -3.7252  12.1779
C  -14.5421  -10.3603  10.1435
H  -4.8328  -4.2893  13.4271
H  -5.4129  -5.9525  13.3658
C  -16.1814  -8.6385  10.4514
N  -13.4043  -10.9182  9.6097
H  -6.2404  -6.1482  9.9889
C  -11.5763  -8.9334  13.7891
C  -12.3041  -10.1600  9.1978
C  -15.1784  -9.2300  9.6571
As  -7.3077  -4.2541  14.1186
H  -7.2978  -5.7979  7.7647
C  -8.1325  -6.4872  7.7894
H  -6.1626  -7.8529  9.3938
H  -7.9647  -8.1300  14.0999
H  -6.4072  -7.5748  11.1285
As  -10.1198  -8.0798  12.7203
H  -13.2828  -11.9296  9.6771
H  -12.0807  -9.5991  13.0208
H  -11.4818  -11.7425  8.2360
H  -7.3409  -5.6606  16.2748
H  -14.7851  -8.7490  8.7339
H  -17.4100  -8.8989  12.2542
Ni  -10.3464  -8.2518  10.5410
H  -12.1679  -8.1052  14.1848
S  -12.2851  -8.5152  9.6841
C  -8.1257  -5.3418  15.6029
H  -7.8035  -12.4850  8.0942
H  -11.1505  -9.5653  14.5378
H  -7.5546  -6.3373  12.7411
H  -10.1370  -5.1221  9.9328
H  -14.4706  -11.9432  11.6463
H  -4.9931  -5.0499  14.8980
H  -7.8343  -7.4649  7.3246
C  -14.9674  -11.0640  11.3124
H  -16.0548  -10.7632  13.1233
As  -8.5967  -7.0745  9.6357
H  -8.4989  -6.2535  15.1940
C  -8.3501  -8.7409  13.2493
H  -10.2645  -5.7648  13.7368
C  -9.2889  -5.1708  11.9501

(6)
DFT (the ωB97M-V functional and the def2-TZVPD basis) results for C18H29F3NO2P2Pb as an isolated structure at a distorted geometry.

- HOMO (alpha / beta): -11.871 / -9.582 eV
- HOMO-LUMO gap (alpha / beta): 7.8 / 7.1 eV
- Spin multiplicity: 1
- Charge: +1
- LUMO level (alpha / beta): -0.151 / -0.093 hartree

Element x y z (Å)
P  2.5010  0.6834  0.4608
H  -2.2389  -2.1652  -4.6482
H  1.9729  -0.8501  -1.3336
C  0.1879  -4.3528  2.6434
F  -0.8018  2.1327  3.7021
H  2.2725  -1.4514  -3.6633
H  0.6117  -3.1725  0.8805
Pb  -0.0020  0.0765  1.4327
H  3.2713  -1.5044  -0.2825
C  0.2232  3.8427  -3.0192
C  1.3269  2.4697  -1.3531
H  -2.9459  1.4627  -2.1088
C  -0.2466  -4.3273  3.9760
C  -0.9120  2.1670  -1.7589
C  -2.2995  1.7672  -1.2862
H  -4.2681  -1.0113  -0.4332
C  1.3673  3.5316  -2.2688
C  -0.0597  -1.9406  2.5330
H  4.1234  -0.4031  1.8592
H  -4.6830  1.5087  -0.0213
N  0.1988  1.7812  -1.1143
C  0.2867  -3.1480  1.8984
H  2.8577  3.0324  0.0404
H  0.1003  -5.0068  -2.9558
C  -0.9323  3.1197  -2.7752
H  4.8647  0.9932  1.0014
O  1.5840  -1.5006  -2.9802
H  -0.3159  -5.2499  4.5480
H  -0.9497  -3.0765  5.6038
H  -2.7247  2.7369  -0.8731
F  1.2685  1.4985  4.0598
P  -2.4765  0.5661  0.1174
C  -0.4917  -1.8923  3.8457
H  0.2345  4.6405  -3.7464
C  2.5965  2.1757  -0.6029
H  -1.8530  3.2753  -3.3236
C  -3.9294  1.4269  0.7820
H  -0.7434  -0.9511  4.3329
C  3.9661  0.6389  1.5369
C  2.8780  -0.5902  -0.7698
H  -2.8713  -1.2085  -1.5496
H  3.4290  2.0442  -1.3109
H  3.7895  1.2643  2.4245
H  1.5242  -2.4466  -2.7968
H  0.4642  -5.2865  2.1828
C  -0.6028  -3.1025  4.5757
O  -2.5152  -2.1350  -5.5586
C  0.3733  1.8185  3.0675
C  -3.1689  -1.0144  -0.5089
F  0.8307  2.9862  2.4997
H  -4.3564  0.9367  1.6594
H  -3.6063  2.4460  1.0517
H  -2.1883  -1.3014  -5.9269
H  2.2837  4.1029  -2.3529
H  -2.7886  -1.8338  0.1276
H  3.5832  -0.2032  -1.5201

Summary of energy above the lowest of the compared OMol25 structures with the same formula, charge and spin in eV
0.000, 1.384, 1.206, 0.000, 3.909, 1.471
(order as listed above)
Summary of E_tot in a.u.
-1622.5850, -4105.8654, -589.4479, -1225.0861, -10117.9218, -2083.2773
(order as listed above)